1.
Molecular formula: C2H10N2O
Method: DFT, the ωB97M-V functional and the def2-TZVPD basis

Values from the calculation:
* DFT total energy: -266.61022 hartree
* net charge: +1
* multiplicity: 2
* energy above the lowest of the compared OMol25 structures with the same formula, charge and spin: 0.394 eV
* ⟨S²⟩: 0.755
* gap between HOMO and LUMO (spin up / spin down): 11.13 / 5.75 eV

Geometry (Å):
H 1.09394 -2.68866 -0.23415
H 0.08925 2.81302 0.20981
H -0.89642 -1.13329 -0.07600
H -1.96372 1.80132 0.76839
H -0.31615 -3.20085 -0.99219
H -1.28072 2.50662 2.24312
H 0.52370 0.54528 -0.16733
H -0.61960 -0.89602 -1.81854
H -1.14369 0.76669 1.93617
C -0.11149 -1.16473 -0.87138
N 0.39799 -2.47255 -0.95811
O 0.88738 -0.28961 -0.61843
H 0.89966 2.02217 1.36826
C -1.13295 1.75302 1.47083
N 0.12574 1.93639 0.71884

---

2.
Molecular formula: C2H10N2O2
Method: DFT, the ωB97M-V functional and the def2-TZVPD basis

Values from the calculation:
* DFT total energy: -342.12812 hartree
* net charge: 0
* energy above the lowest of the compared OMol25 structures with the same formula, charge and spin: 1.789 eV
* gap between HOMO and LUMO: 9.96 eV

Geometry (Å):
H -1.63552 -0.56737 -0.18561
H 2.37340 -6.28724 -0.90170
H 5.78691 3.01323 -3.36544
H 1.64447 -5.70484 0.11334
H -0.60932 1.18695 -0.38851
O 1.47982 -6.40274 -0.52713
O 5.10731 3.50619 -3.77790
H 4.83428 2.86539 -4.47197
C -1.49011 0.54501 0.04929
N -2.96105 0.92288 3.34242
H -2.41446 0.97327 -0.40618
N -1.56734 0.65430 1.47133
H -0.76464 0.96782 1.94088
H -3.27344 1.85493 1.52946
H -3.86190 1.31658 3.45451
C -2.64841 1.15562 2.12323

---

3.
Molecular formula: C2H10N2O2
Method: DFT, the ωB97M-V functional and the def2-TZVPD basis

Values from the calculation:
* DFT total energy: -342.11586 hartree
* net charge: 0
* energy above the lowest of the compared OMol25 structures with the same formula, charge and spin: 2.123 eV
* gap between HOMO and LUMO: 8.18 eV

Geometry (Å):
H 3.18029 0.52780 1.48999
O 2.68634 1.30154 1.96502
N 0.36017 1.97092 -2.49943
H -1.62351 2.63512 -1.76755
H -2.60390 1.03923 0.11194
H 0.17333 0.47303 -0.37359
H 1.26151 1.91606 -2.00921
N -1.77265 1.05212 0.51580
O -0.64726 -6.45603 1.30519
H -1.62584 1.20155 1.50493
H 0.43892 2.86157 -2.99971
H 0.23525 -6.64086 1.48775
H 2.09908 0.84211 2.51571
C -0.76538 1.94706 -1.47678
C -0.71921 1.06175 -0.41032
H -0.67716 -5.73299 0.64026

---

4.
Molecular formula: C2H10N2O2
Method: DFT, the ωB97M-V functional and the def2-TZVPD basis

Values from the calculation:
* DFT total energy: -342.16696 hartree
* net charge: 0
* energy above the lowest of the compared OMol25 structures with the same formula, charge and spin: 0.732 eV
* gap between HOMO and LUMO: 10.07 eV

Geometry (Å):
H -3.02017 2.25620 0.15772
H 1.81936 0.08730 -0.37454
H -1.40910 0.85094 -1.33950
H 2.77999 -1.77639 -1.16956
C -1.14374 1.55916 0.52652
N 1.93817 -0.64964 0.31290
H 0.35094 -1.67919 -1.35854
O 0.79983 -2.39936 -0.90212
H -0.62788 1.07607 1.35628
N -2.46355 1.88690 0.91985
O -1.02131 0.54219 -0.51061
H 1.14516 -0.64153 0.94052
H -0.53009 2.40799 0.24865
H -2.95714 1.06447 1.25465
H 2.29905 -2.67192 0.32940
C 2.04048 -1.91321 -0.39162

---

5.
Molecular formula: C2H10N2O2
Method: DFT, the ωB97M-V functional and the def2-TZVPD basis

Values from the calculation:
* DFT total energy: -342.17918 hartree
* net charge: 0
* energy above the lowest of the compared OMol25 structures with the same formula, charge and spin: 0.400 eV
* gap between HOMO and LUMO: 10.56 eV

Geometry (Å):
H 0.40734 1.65003 2.81122
H 1.14057 -0.64010 1.43932
H -1.04827 -0.05851 -1.33026
H -1.30942 1.84124 2.41853
H -0.98072 0.99956 0.33121
O -1.54084 0.70539 -1.69673
O 2.32033 -1.38413 -2.88376
N 0.00618 -1.18598 -0.20119
H 1.90852 -1.27585 -2.01541
N -0.17727 0.86936 0.94394
H -0.71459 0.28590 2.94228
C -0.45968 1.16798 2.35179
C 0.38481 -0.35841 0.68813
H 1.76901 -0.87350 -3.48507
H 0.56220 -2.02779 -0.12400
H -2.26817 0.28480 -2.19000

---

6.
Molecular formula: C2H10N2O2
Method: DFT, the ωB97M-V functional and the def2-TZVPD basis

Values from the calculation:
* DFT total energy: -342.14844 hartree
* net charge: 0
* energy above the lowest of the compared OMol25 structures with the same formula, charge and spin: 1.236 eV
* gap between HOMO and LUMO: 9.16 eV

Geometry (Å):
H 0.19877 2.68621 0.46628
N 0.32001 -0.89487 -0.64149
H 2.06020 0.12202 -0.21407
O -1.83361 2.26500 -2.72550
H -1.79642 1.31559 -2.53484
O -0.13373 2.09427 1.15086
H -1.71430 -1.40865 -0.52661
H -2.16465 2.52766 -1.85199
C 1.39781 -0.72049 -0.00238
H -0.70764 -2.55556 0.20677
C -0.81386 -1.46100 0.07648
H 2.79577 -1.78915 1.11517
N 1.83982 -1.48714 1.06579
H -0.94369 -0.98342 1.03827
H 0.32598 2.42429 1.93108
H 1.16953 -2.13476 1.44618

---

7.
Molecular formula: C2H10N2O3
Method: DFT, the ωB97M-V functional and the def2-TZVPD basis

Values from the calculation:
* DFT total energy: -417.45204 hartree
* net charge: 0
* energy above the lowest of the compared OMol25 structures with the same formula, charge and spin: 0.585 eV
* gap between HOMO and LUMO: 10.67 eV

Geometry (Å):
H -0.74222 -2.41841 -1.27313
C 1.04717 -0.52309 0.81785
H -2.11727 1.07524 0.09343
H -3.34396 0.93363 1.01385
H -0.57039 2.88153 -1.06857
H 1.96942 0.27573 -0.86749
H 1.88590 -1.20258 0.92460
O -0.73426 2.06297 -0.61312
N -0.06423 -1.27773 0.31162
H 0.75331 -0.14412 1.79885
N 1.53780 0.62171 -0.00930
H 0.12576 1.57042 -0.70256
H 2.33665 0.95256 0.52686
O -2.58920 0.44595 0.66664
C 0.18103 -2.08658 -0.77928
O 1.29083 -2.35109 -1.17500
H -0.96634 -0.81613 0.33477

---

8.
Molecular formula: C2H10N2O3
Method: DFT, the ωB97M-V functional and the def2-TZVPD basis

Values from the calculation:
* DFT total energy: -417.46058 hartree
* net charge: 0
* energy above the lowest of the compared OMol25 structures with the same formula, charge and spin: 0.352 eV
* gap between HOMO and LUMO: 10.58 eV

Geometry (Å):
H -0.73478 2.08632 1.90212
H -0.94972 -3.02357 0.61905
H -0.52383 -0.98415 -0.80974
H 3.09633 0.50495 -1.01062
H 2.47501 2.09911 -0.79844
H -1.34059 -1.69768 -1.80892
N 2.30361 1.11972 -0.93936
H -1.53044 0.77978 0.91953
O 1.16016 -0.57069 0.15594
N 0.37500 1.54957 0.25650
H -0.12584 0.37543 1.87805
H 0.20143 2.30525 -0.38473
O -1.75763 -3.20791 0.11392
H -2.04932 -2.28143 0.15483
C 1.25905 0.60025 -0.19089
C -0.55166 1.17998 1.30597
O -1.30679 -0.83492 -1.36321

---

9.
Molecular formula: C2H10N2S
Method: DFT, the ωB97M-V functional and the def2-TZVPD basis

Values from the calculation:
* DFT total energy: -589.83676 hartree
* net charge: 0
* energy above the lowest of the compared OMol25 structures with the same formula, charge and spin: 1.362 eV
* gap between HOMO and LUMO: 9.66 eV

Geometry (Å):
H -1.28561 -1.99496 3.42804
H -0.29910 -0.78958 3.78384
H 2.77189 0.59652 -4.55923
H -0.10682 0.11113 1.54915
H 2.95733 1.29589 -2.88267
S 1.01122 -0.32534 -3.20476
N -0.53661 -1.45269 3.05083
H -2.49422 0.28430 2.75070
H -2.16503 0.81968 1.16425
C 2.20801 0.97468 -3.64374
H -1.09167 -1.32305 1.02313
C -0.92371 -0.63554 1.84760
H 0.57252 0.50095 -2.10846
H 1.53858 1.89122 -4.02145
N -2.15676 0.04681 1.82274

---

10.
Molecular formula: C2H10N2S2
Method: DFT, the ωB97M-V functional and the def2-TZVPD basis

Values from the calculation:
* DFT total energy: -987.95215 hartree
* net charge: 0
* energy above the lowest of the compared OMol25 structures with the same formula, charge and spin: 3.341 eV
* gap between HOMO and LUMO: 7.27 eV

Geometry (Å):
N -3.12848 0.19024 0.90274
H -1.38444 -1.35499 -0.27285
H -1.83864 -0.20468 2.59964
H -3.56040 1.00927 1.32164
H 2.35883 0.25358 0.13693
S 1.04798 0.42793 0.08383
H 0.81613 -1.68728 0.30792
H 0.45845 -1.90542 1.92227
H -3.78392 -0.59044 1.00429
H -1.71781 -2.10145 1.24754
C -1.81604 -0.03570 1.48609
C -1.16238 -1.24571 0.81046
H 1.07788 0.92719 -3.29701
N 0.33268 -1.24722 1.08656
S 1.83996 0.81386 -2.20544
H -1.19203 0.87294 1.27099